Entry 1:
ORCA calculation (ωB97M-V/def2-TZVPD) on a molecular structure, C5H4N2O at a distorted geometry.

Geometry as XYZ:
```
12
Properties=species:S:1:pos:R:3
C -1.951 -0.528 0.077
C -0.551 -0.168 -0.139
C 0.104 1.125 0.063
C 1.556 1.132 0.070
C 0.373 -1.167 -0.157
H -2.222 -1.731 0.827
H -0.581 2.061 0.191
H 2.321 2.119 -0.490
H -0.126 -2.045 -0.078
N 2.247 -0.014 -0.041
N 1.646 -1.195 -0.104
O -2.816 0.412 -0.220
```

Its HOMO energy is -9.94 eV. The largest force on an atom is 0.1373 Eh/bohr. The HOMO-LUMO gap is 8.647 eV. As for the LUMO energy: -1.291 eV. Its energy above the lowest of the compared OMol25 structures with the same formula, charge and spin is 111.99 kcal per mole.

---

Entry 2:
ORCA calculation (ωB97M-V/def2-TZVPD) on a molecular structure, C26H78O13S11 at a distorted geometry.

Geometry as XYZ:
```
128
Properties=species:S:1:pos:R:3
C -3.354 3.439 -2.006
C -2.243 2.447 -1.700
O -1.100 3.097 -1.093
H -2.878 4.245 -2.527
H -3.765 3.709 -1.033
H -4.110 2.974 -2.879
H -1.799 1.697 -2.720
H -2.489 1.859 -0.787
H -1.335 3.144 -0.207
C 0.457 -0.375 -1.147
C 0.632 0.673 0.001
O 1.487 0.281 1.033
H 0.247 -1.308 -0.700
H 1.452 -0.254 -1.684
H -0.324 -0.184 -1.788
H -0.372 1.005 0.455
H 0.864 1.642 -0.348
H 1.032 -0.521 1.568
C -2.466 -0.793 1.554
S -3.771 -1.817 2.354
O -3.556 -1.643 3.818
C -5.219 -0.870 2.089
H -2.359 0.152 1.970
H -2.743 -0.622 0.607
H -1.505 -1.356 1.313
H -6.212 -1.538 1.834
H -5.245 -0.207 1.214
H -5.360 -0.364 2.856
C 3.108 1.999 -3.623
S 1.882 1.772 -4.817
O 1.372 0.335 -4.723
C 0.749 2.816 -3.882
H 2.841 1.779 -2.499
H 3.421 3.030 -3.629
H 3.931 1.327 -3.582
H 0.792 3.957 -3.983
H 0.799 2.657 -2.721
H -0.281 2.496 -4.282
C 4.367 -1.656 -0.666
S 5.374 -0.504 0.345
O 6.754 -0.636 -0.262
C 4.670 1.106 -0.284
H 3.422 -1.361 -0.475
H 4.490 -2.712 -0.427
H 4.632 -1.671 -1.598
H 5.213 2.018 0.067
H 3.501 1.224 -0.066
H 5.061 1.244 -1.378
C 1.713 -4.010 -1.678
S 1.655 -4.843 -0.120
O 3.037 -5.179 0.385
C 1.049 -3.551 0.980
H 0.753 -4.263 -2.211
H 2.516 -4.355 -2.418
H 1.831 -2.867 -1.595
H 1.002 -4.263 1.958
H 0.093 -3.306 0.609
H 1.672 -2.763 1.006
C 5.013 0.929 5.851
S 4.324 1.482 4.204
O 4.577 0.306 3.252
C 2.660 1.249 4.688
H 4.811 0.025 5.881
H 4.803 1.922 6.583
H 6.221 0.898 5.763
H 2.242 1.918 5.138
H 2.486 0.230 5.208
H 2.046 1.300 3.797
C -0.692 -0.696 5.511
S 0.107 -1.792 4.358
O 0.785 -0.972 3.392
C 1.293 -2.467 5.420
H -1.447 -0.196 5.115
H -0.079 0.047 5.981
H -1.206 -1.205 6.364
H 1.715 -3.122 4.771
H 0.991 -2.762 6.319
H 2.014 -1.580 5.572
C 1.237 -3.088 -6.194
S 0.456 -1.451 -5.968
O -0.622 -1.359 -7.055
C -0.390 -1.788 -4.464
H 0.441 -3.890 -5.817
H 2.071 -3.102 -5.676
H 1.475 -3.446 -7.300
H -1.092 -0.914 -4.192
H 0.307 -2.073 -3.804
H -1.185 -2.602 -4.717
C -1.484 1.677 3.794
S -0.765 2.729 2.628
O -1.834 2.846 1.514
C -1.160 4.301 3.440
H -0.911 1.817 4.646
H -1.645 0.689 3.465
H -2.538 1.938 3.827
H -0.708 4.467 4.389
H -2.293 4.475 3.646
H -0.713 5.003 2.867
C -3.736 -0.703 -2.943
S -4.748 0.393 -2.077
O -5.564 1.189 -3.059
C -5.843 -0.911 -1.468
H -2.760 -0.150 -3.090
H -4.167 -0.790 -3.836
H -3.439 -1.619 -2.383
H -5.373 -1.577 -0.629
H -6.207 -1.607 -2.320
H -6.846 -0.569 -1.084
C 2.779 6.233 0.214
S 3.000 4.736 1.191
O 1.945 4.776 2.254
C 2.295 3.474 0.102
H 3.160 6.939 0.730
H 1.636 6.417 -0.326
H 3.427 6.196 -0.517
H 2.125 2.355 0.530
H 2.907 3.425 -0.914
H 1.318 3.856 -0.028
C -2.512 -4.451 -2.940
S -2.474 -4.227 -1.137
O -2.014 -2.808 -0.649
C -4.255 -4.227 -0.973
H -1.550 -4.403 -3.430
H -3.148 -3.882 -3.714
H -2.924 -5.425 -3.010
H -4.571 -5.085 -1.484
H -4.577 -3.412 -1.672
H -4.560 -4.192 0.041
```

Its HOMO energy is -7.74 eV. The largest force on an atom is 0.2535 Eh/bohr. The HOMO-LUMO gap is 7.721 eV. As for the LUMO energy: -0.014 eV.

---

Entry 3:
ORCA calculation (ωB97M-V/def2-TZVPD) on a single C4H7ClN2OS molecule at a distorted geometry.

Geometry as XYZ:
```
16
Properties=species:S:1:pos:R:3
C -1.879 -1.608 -0.328
C -0.185 0.346 -0.131
C 1.867 1.412 0.467
C -1.427 -0.312 0.314
N -2.167 -2.525 0.516
N 0.513 0.957 0.714
O -2.811 2.311 0.171
S -2.791 1.000 -0.455
Cl -4.480 -0.080 0.224
H -1.943 -1.512 -1.365
H -0.034 0.113 -1.174
H 1.846 2.504 0.324
H 2.159 1.106 -0.503
H 2.590 0.924 1.170
H -1.575 -0.269 1.350
H -2.515 -3.316 -0.023
```

Its HOMO energy is -9.34 eV. The largest force on an atom is 0.0827 Eh/bohr. The HOMO-LUMO gap is 8.971 eV. As for the LUMO energy: -0.367 eV. Its energy above the lowest of the compared OMol25 structures with the same formula, charge and spin is 24.51 kcal per mole.

---

Entry 4:
ORCA calculation (ωB97M-V/def2-TZVPD) on 2 unconnected molecules or ions with the total composition C4H8S2 at a distorted geometry.

Geometry as XYZ:
```
14
Properties=species:S:1:pos:R:3
C 3.087 0.355 -0.082
C 0.642 -0.299 0.136
C -2.149 0.086 0.056
C -3.412 -0.342 0.050
H 4.249 0.280 -0.641
H 2.091 1.172 -0.770
H 3.135 0.639 0.938
H 0.445 0.134 1.172
H 0.691 0.692 -0.576
H -1.917 1.116 -0.058
H -4.451 0.127 -0.052
H -3.542 -1.498 -0.101
S 2.139 -1.281 0.042
S -1.009 -1.183 -0.114
```

Its HOMO energy is -8.20 eV. The largest force on an atom is 0.0970 Eh/bohr. The HOMO-LUMO gap is 8.850 eV. As for the LUMO energy: 0.649 eV. Its energy above the lowest of the compared OMol25 structures with the same formula, charge and spin is 104.38 kcal per mole.

---

Entry 5:
ORCA calculation (ωB97M-V/def2-TZVPD) on a molecular structure, C5H7ClO at a distorted geometry.

Geometry as XYZ:
```
14
Properties=species:S:1:pos:R:3
C -0.022 1.205 0.103
C -1.169 0.310 -0.415
C -0.309 -0.988 -0.513
C 0.473 -1.017 0.820
C 1.102 0.194 0.119
H -0.233 1.681 1.076
H -1.596 0.667 -1.353
H -1.955 0.235 0.332
H -0.744 -1.912 -0.941
H -0.051 -1.002 1.796
H 1.167 -1.893 0.831
H 2.153 0.489 0.293
O 0.888 -0.500 -1.127
Cl 0.298 2.531 -1.021
```

Its HOMO energy is -9.92 eV. The largest force on an atom is 0.0282 Eh/bohr. The HOMO-LUMO gap is 10.868 eV. As for the LUMO energy: 0.950 eV. Its energy above the lowest of the compared OMol25 structures with the same formula, charge and spin is 21.16 kcal per mole.

---

Entry 6:
ORCA calculation (ωB97M-V/def2-TZVPD) on 2 unconnected molecules or ions with the total composition C3H11NO.

Geometry as XYZ:
```
16
Properties=species:S:1:pos:R:3
C 0.415 1.664 0.347
N 0.167 -1.252 2.689
H 1.220 2.380 0.182
H -0.519 2.213 0.209
H 0.483 1.281 1.364
H -0.769 -1.143 2.331
H 0.364 -0.541 3.388
H 0.871 -1.164 1.962
C -0.656 0.126 -1.080
O 0.568 0.595 -0.564
C -0.380 -1.122 -1.887
H -1.141 0.871 -1.721
H -1.319 -0.119 -0.237
H -1.275 -1.570 -2.313
H 0.115 -1.872 -1.276
H 0.314 -0.896 -2.693
```

Its HOMO energy is -9.78 eV. The largest force on an atom is 0.0134 Eh/bohr. The HOMO-LUMO gap is 10.764 eV. As for the LUMO energy: 0.982 eV. As for the structure (SMILES): CCOC.N. Its energy above the lowest of the compared OMol25 structures with the same formula, charge and spin is 20.01 kcal per mole.

---

Entry 7:
ORCA calculation (ωB97M-V/def2-TZVPD) on 3 unconnected molecules or ions with the total composition H6O3.

Geometry as XYZ:
```
9
Properties=species:S:1:pos:R:3
O -1.990 4.500 -5.466
H -1.328 4.702 -6.138
H -2.330 3.615 -5.606
O 3.930 -9.151 8.062
H 3.946 -9.128 7.103
H 3.653 -8.276 8.341
O -1.978 4.637 -2.301
H -2.190 3.873 -2.846
H -1.922 5.327 -2.984
```

Its HOMO energy is -11.13 eV. The largest force on an atom is 0.0122 Eh/bohr. The HOMO-LUMO gap is 11.732 eV. As for the LUMO energy: 0.600 eV. As for the structure (SMILES): O.O.O. Its energy above the lowest of the compared OMol25 structures with the same formula, charge and spin is 13.55 kcal per mole.

---

Entry 8:
ORCA calculation (ωB97M-V/def2-TZVPD) on 4 unconnected molecules or ions with the total composition C4H15NO3.

Geometry as XYZ:
```
23
Properties=species:S:1:pos:R:3
C -2.060 1.234 0.575
N -0.234 -0.791 -0.646
C 0.228 0.444 -0.144
C -0.573 1.346 0.428
C 1.708 0.618 -0.253
H -2.353 0.836 1.546
H -2.519 0.612 -0.195
H -2.527 2.217 0.477
H -1.242 -0.855 -0.677
H 0.150 -1.000 -1.561
H -0.101 2.222 0.856
H 2.233 -0.180 0.272
H 2.022 0.578 -1.299
H 2.024 1.575 0.154
H 0.200 -1.140 2.778
H -0.063 0.344 2.593
O -0.229 -0.380 3.210
H 0.578 -0.509 -4.528
H 0.130 0.671 -3.674
O 0.464 -0.231 -3.610
H 0.532 -1.999 0.667
H 0.640 -3.249 1.579
O 0.991 -2.362 1.452
```

Its HOMO energy is -8.45 eV. The largest force on an atom is 0.0056 Eh/bohr. The HOMO-LUMO gap is 8.805 eV. As for the LUMO energy: 0.354 eV. As for the structure (SMILES): C/C=C(/C)N.O.O.O. Its energy above the lowest of the compared OMol25 structures with the same formula, charge and spin is 1.72 kcal per mole.

---

Entry 9:
ORCA calculation (ωB97M-V/def2-TZVPD) on 2 unconnected molecules or ions with the total composition C6H11ClN2 at a distorted geometry.

Geometry as XYZ:
```
20
Properties=species:S:1:pos:R:3
C -2.354 -0.602 0.841
C -1.423 -1.601 0.189
N -0.147 -1.001 -0.274
C 1.106 -1.557 -0.388
C 1.958 -0.533 -0.698
N 1.264 0.647 -0.715
C -0.040 0.319 -0.472
C 1.855 1.898 -0.959
H -3.181 -1.089 1.357
H -2.908 0.086 0.202
H -1.808 0.003 1.565
H -1.956 -2.113 -0.612
H -1.271 -2.313 1.001
H 1.311 -2.595 -0.173
H 3.031 -0.567 -0.819
H -0.775 1.106 -0.398
H 1.964 2.432 -0.015
H 1.175 2.438 -1.618
H 2.829 1.698 -1.405
Cl -0.631 3.343 3.389
```

Its HOMO energy is -6.13 eV. The largest force on an atom is 0.0839 Eh/bohr. The HOMO-LUMO gap is 5.595 eV. As for the LUMO energy: -0.537 eV. Its energy above the lowest of the compared OMol25 structures with the same formula, charge and spin is 28.25 kcal per mole.

---

Entry 10:
ORCA calculation (ωB97M-V/def2-TZVPD) on a single C4H9NO2 molecule at a distorted geometry.

Geometry as XYZ:
```
16
Properties=species:S:1:pos:R:3
C 0.116 0.566 0.326
C -1.702 -0.569 -0.834
C 2.501 0.645 -0.354
C -1.140 -0.278 0.509
N 1.361 -0.006 0.290
O 1.545 -1.244 0.625
O -2.152 0.431 1.337
H 0.251 1.547 0.066
H -2.214 0.379 -1.178
H -0.983 -1.133 -1.439
H -2.478 -1.278 -0.776
H 3.272 0.890 0.487
H 2.780 -0.053 -1.046
H 2.246 1.640 -0.807
H -0.768 -1.221 1.098
H -2.635 -0.316 1.698
```

Its HOMO energy is -8.54 eV. The largest force on an atom is 0.0937 Eh/bohr. The HOMO-LUMO gap is 9.315 eV. As for the LUMO energy: 0.772 eV. As for the structure (SMILES): C[C@H](O)/C=[N+](/C)[O-]. Its energy above the lowest of the compared OMol25 structures with the same formula, charge and spin is 105.17 kcal per mole.

---

Entry 11:
ORCA calculation (ωB97M-V/def2-TZVPD) on a single C5H7FN2O molecule at a distorted geometry.

Geometry as XYZ:
```
16
Properties=species:S:1:pos:R:3
C 0.584 -1.400 -0.543
C -0.725 -0.917 -0.487
C 1.683 0.770 -0.077
C 1.527 -0.756 0.388
C -1.373 -0.172 0.446
N 0.718 1.545 -0.163
N -2.536 0.427 0.343
O 0.433 2.776 -0.243
F 2.769 -1.275 0.300
H 1.010 -1.712 -1.529
H -1.359 -0.905 -1.463
H 2.661 0.942 -0.292
H 1.214 -0.734 1.448
H -0.677 0.040 1.237
H -2.960 1.079 1.112
H -2.968 0.291 -0.477
```

Its HOMO energy (spin up / spin down) is -9.01 / -6.72 eV. The largest force on an atom is 0.1119 Eh/bohr. The HOMO-LUMO gap (spin up / spin down) is 9.074 / 6.287 eV. As for the LUMO energy (spin up / spin down): 0.066 / -0.429 eV. Its energy above the lowest of the compared OMol25 structures with the same formula, charge and spin is 67.41 kcal per mole.

---

Entry 12:
ORCA calculation (ωB97M-V/def2-TZVPD) on a molecular structure, C3H2CoFLiO2 at a distorted geometry.

Geometry as XYZ:
```
10
Properties=species:S:1:pos:R:3
O -0.693 -1.189 1.453
C -0.994 0.004 1.763
O -1.902 0.505 1.002
Li -2.597 -1.329 0.484
Co -1.667 2.256 1.613
C 1.287 -0.758 1.426
C 0.887 0.520 1.746
H 1.997 -0.848 0.599
H 1.424 -1.366 2.327
F 0.701 1.526 0.861
```

Its HOMO energy (spin up / spin down) is -18.73 / -17.72 eV. The largest force on an atom is 0.1124 Eh/bohr. The HOMO-LUMO gap (spin up / spin down) is 7.963 / 5.785 eV. As for the charge: +2. As for the spin multiplicity: 4. The expectation value of S² is 3.81. As for the LUMO energy (spin up / spin down): -10.771 / -11.934 eV.

---

> Which value of largest force on an atom does entry 4 give?

0.0970 Eh/bohr